DFT (ωB97M-V/def2-TZVPD) results for a molecular structure, C27H32ClPTi.

```
! RIJCOSX wB97M-V def2-TZVPD def2/J DEFGRID3
* xyz 2 1
C 0.52687 2.56459 -5.41776
C -0.47494 1.74530 -6.23672
C 0.13902 4.04614 -5.46308
C 1.95108 2.36603 -5.94551
Cl 0.48398 1.94274 -3.64559
H 0.20077 4.38891 -6.50777
H 0.81488 4.66243 -4.85819
H -0.88991 4.20126 -5.11451
H -0.41906 2.06099 -7.28906
H -1.49988 1.90971 -5.88183
H -0.24766 0.67482 -6.18022
H 1.99928 2.69712 -6.99357
H 2.23837 1.30915 -5.89879
H 2.67174 2.95099 -5.36140
C -2.23961 0.77472 0.70085
C -1.65492 2.07817 0.49416
C -1.34460 2.19581 -0.90040
H -1.55673 2.85196 1.25138
C -1.67095 0.93547 -1.53900
C -2.22464 0.07247 -0.54228
H -2.60860 -0.92531 -0.71317
H -2.72474 0.44655 1.61221
H -1.05324 3.09879 -1.41569
H -1.56357 0.70426 -2.59282
C 2.43567 0.44237 0.22313
C 1.95111 1.13549 1.37125
C 1.27394 2.32852 0.92538
H 2.16245 0.88248 2.40817
C 1.39871 2.39049 -0.49187
C 2.09278 1.19272 -0.93544
H 2.32927 0.94539 -1.96637
H 3.01990 -0.47098 0.24273
H 0.83541 3.08209 1.57706
H 1.15607 3.23524 -1.12510
Ti 0.05134 0.69489 -0.03863
C -0.59155 0.29947 3.64556
P -0.20140 -0.81650 2.25633
C 1.13442 -1.86119 2.97637
C 2.09959 -2.41083 2.11319
C 3.13442 -3.19526 2.61946
C 3.17034 -3.51909 3.98245
C 2.16926 -3.04170 4.83096
C 1.14878 -2.22954 4.32954
C -1.56629 -2.06212 2.33028
C -2.27961 -2.35941 3.49525
C -3.29996 -3.31506 3.47311
C -3.59979 -3.99844 2.29370
C -2.86032 -3.73086 1.13082
C -1.82783 -2.80036 1.16115
H 0.08636 0.11870 4.48934
H -1.62684 0.17313 3.98078
H -0.45932 1.34186 3.32222
H 2.02104 -2.23851 1.03619
H 3.90154 -3.56850 1.94607
H 3.96902 -4.15270 4.37169
H 2.17338 -3.31651 5.88896
H 0.35780 -1.90208 5.00505
H -2.04962 -1.85328 4.43308
H -3.85640 -3.53033 4.38748
H -4.40055 -4.74112 2.27474
H -3.08758 -4.26116 0.20628
H -1.21848 -2.64041 0.26841
*
```

Orbital gap, hartree: 0.2259
Total energy, eV: -73430.2914

---

DFT (ωB97M-V/def2-TZVPD) results for a molecular structure, C53H28Cl4IN5V.

```
! RIJCOSX wB97M-V def2-TZVPD def2/J DEFGRID3
* xyz 0 2
V 0.48690 -0.29009 0.14267
Cl 6.92080 -3.81619 6.10277
C 5.68290 -3.25629 5.02957
C 5.72970 -1.95199 4.55997
C 4.74350 -1.51359 3.70137
C 3.70440 -2.35419 3.30597
C 3.68050 -3.66139 3.77657
C 4.66620 -4.11469 4.63717
C 2.71330 -1.79249 2.37087
C 1.36780 -1.71949 2.72557
C 0.77330 -2.40019 3.83997
C -0.56290 -2.18149 3.76517
C -0.76970 -1.27939 2.67047
C -1.94590 -0.57689 2.41797
C -3.25730 -0.90529 3.01617
C -4.26520 -1.33799 2.15677
C -5.55650 -1.50059 2.61607
C -5.84620 -1.21189 3.94097
Cl -7.47220 -1.34379 4.50507
C -4.85250 -0.79509 4.81287
C -3.55860 -0.64779 4.34717
C -1.93080 0.57321 1.63347
N -0.90320 0.97951 0.83847
C -1.27760 2.18231 0.32367
C -0.67000 2.84671 -0.73353
C -1.28860 4.11291 -1.17813
C -1.20270 5.26451 -0.40463
C -1.84070 6.42551 -0.80213
C -2.58250 6.42911 -1.97343
Cl -3.41800 7.86641 -2.45513
C -2.67150 5.29101 -2.76103
C -2.01910 4.14081 -2.36023
C 0.39000 2.31711 -1.45883
C 0.93670 2.92301 -2.63833
C 1.93560 2.11231 -3.06553
C 2.03570 1.04691 -2.10733
N 1.06630 1.17201 -1.15823
C 3.13350 0.19101 -2.01993
C 3.39270 -0.53209 -0.85823
C 4.61750 -1.23139 -0.58923
C 4.51940 -1.70849 0.67127
C 3.21430 -1.33799 1.15157
N 2.55030 -0.62319 0.20657
C 4.12840 0.22381 -3.10633
C 5.41750 0.69021 -2.86303
C 6.35070 0.74721 -3.87953
C 5.99410 0.33431 -5.15373
Cl 7.15960 0.39711 -6.42663
C 4.71320 -0.12749 -5.41733
C 3.78520 -0.17609 -4.39403
C -2.54950 2.57631 0.85707
C -2.97630 1.55421 1.63467
N 0.41410 -1.03459 2.03757
H 6.53210 -1.29299 4.85257
H 4.77480 -0.50619 3.31677
H 2.91460 -4.34179 3.43897
H 4.65520 -5.13149 5.00097
H 1.30390 -2.97539 4.57147
H -1.32780 -2.56009 4.41377
H -4.02780 -1.52949 1.12077
H -6.33810 -1.81429 1.94327
H -5.09400 -0.55549 5.83627
H -2.78900 -0.28979 5.01427
H -0.62640 5.25281 0.50767
H -1.77380 7.32331 -0.20743
H -3.25340 5.30711 -3.66933
H -2.08150 3.24471 -2.95753
H 0.59160 3.84521 -3.06643
H 2.56940 2.23611 -3.92363
H 5.42990 -1.35269 -1.27593
H 5.23310 -2.29549 1.21477
H 5.67960 1.03751 -1.87513
H 7.34690 1.11431 -3.68883
H 4.44700 -0.44049 -6.41473
H 2.78540 -0.53279 -4.58923
H -3.04430 3.50211 0.63907
H -3.89120 1.46951 2.18957
I 0.67300 -2.93789 -0.68473
N -7.80050 -2.85079 -4.54823
C -6.86380 -2.47689 -4.00103
C -5.70160 -2.03529 -3.33033
C -5.72480 -0.86719 -2.56453
C -4.57980 -0.44479 -1.92333
C -3.39690 -1.18069 -2.04293
C -3.38450 -2.36349 -2.79213
C -4.52580 -2.78459 -3.43573
C -2.19720 -0.76239 -1.42273
C -1.10640 -0.52259 -0.94473
H -6.63900 -0.29719 -2.48543
H -4.58530 0.45651 -1.32673
H -2.46910 -2.93359 -2.85493
H -4.52120 -3.68879 -4.02573
*
```

Energy above the lowest of the compared OMol25 structures with the same formula, charge and spin, kJ/mol: 23.9
Orbital gap (spin up / spin down), hartree: 0.2145 / 0.2135
Total energy, eV: -146745.3824

---

DFT (ωB97M-V/def2-TZVPD) results for a molecular structure, C49H56BCl5N6O3PSn.

```
! RIJCOSX wB97M-V def2-TZVPD def2/J DEFGRID3
* xyz -1 1
Sn -1.74868 -0.67712 0.13844
C 4.22491 -1.66269 3.02164
C 2.96731 -2.32316 2.56826
C 2.20796 -3.20049 3.32654
C 1.09444 -3.47132 2.53336
N 1.21754 -2.87009 1.37385
N 2.38004 -2.19501 1.37383
B 2.79045 -0.98428 0.49321
N 2.19503 0.28289 1.14810
N 1.15450 0.22855 2.01161
C 1.17137 1.35908 2.71291
C 2.16596 2.18783 2.26670
C 2.81597 1.47408 1.24177
C 4.03588 1.74383 0.43817
C 0.16587 1.63371 3.76557
C 0.94133 2.02639 5.06169
C -0.70675 2.81233 3.32329
C -0.72791 0.42202 4.09200
N 2.60709 -1.14465 -0.97763
N 1.44327 -1.10076 -1.65881
C 1.73124 -1.23499 -2.95007
C 3.12338 -1.29770 -3.13005
C 3.66477 -1.22606 -1.86863
C 5.13074 -1.28342 -1.57179
C 0.70096 -1.60128 -3.99627
C 1.10140 -1.07029 -5.38004
C 0.63059 -3.14098 -3.96499
C -0.67351 -1.03971 -3.62238
C -0.12255 -4.17858 3.05910
C -0.85112 -3.21719 4.01479
C 0.28728 -5.46059 3.81687
C -1.12516 -4.51650 1.94530
H 4.44612 -1.99513 4.03825
H 4.19644 -0.58095 2.98497
H 5.07039 -1.95162 2.41276
H 2.48816 -3.51862 4.31974
H 3.98362 -0.89930 0.63120
H 2.36375 3.22324 2.48900
H 4.18723 2.77968 0.29641
H 4.01318 1.20457 -0.48360
H 4.93313 1.39308 0.94051
H 1.71389 2.78446 4.84958
H 1.50639 1.14219 5.42124
H 0.31914 2.36100 5.86545
H -1.15172 2.53371 2.39739
H -0.13525 3.68377 3.12638
H -1.55168 2.99481 3.97046
H -0.12672 -0.40815 4.47993
H -1.33329 0.03725 3.28090
H -1.44378 0.69232 4.87707
H 3.67363 -1.41563 -4.01615
H 5.71093 -1.34282 -2.48618
H 5.35305 -2.17112 -0.93688
H 5.45738 -0.43674 -0.98441
H 2.09885 -1.42574 -5.64690
H 1.06129 0.00435 -5.35476
H 0.45328 -1.47470 -6.19550
H 1.50279 -3.56709 -4.42712
H -0.22950 -3.57265 -4.49682
H 0.57438 -3.47975 -2.96845
H -0.68367 0.04052 -3.52160
H -1.00836 -1.44638 -2.65297
H -1.39167 -1.33797 -4.38193
H -0.23428 -2.92008 4.87660
H -1.76410 -3.68212 4.36342
H -1.09807 -2.30082 3.49391
H 0.95684 -5.22090 4.63197
H 0.77359 -6.14219 3.09372
H -0.58727 -5.96400 4.26334
H -1.61691 -3.64198 1.55911
H -1.86703 -5.20385 2.35052
H -0.66100 -5.01524 1.05327
O -3.77661 -0.92520 -3.21724
C -3.37427 0.06207 -2.59102
O -3.00040 0.01694 -1.36011
C -3.35089 1.44143 -3.18117
C -4.28617 1.73266 -4.14927
C -4.34894 2.96845 -4.79569
C -3.48429 3.95950 -4.41255
C -2.55136 3.67063 -3.40077
C -2.44214 2.42901 -2.77565
P -1.01135 2.15819 -1.65588
C 0.37933 2.43544 -2.77919
C 0.30578 2.91574 -4.08097
C 1.41880 3.20318 -4.84570
C 2.68698 3.01265 -4.28678
C 2.76036 2.48450 -2.99404
C 1.61867 2.15626 -2.22147
C -1.03990 3.72295 -0.69154
C -2.11281 3.86696 0.19396
C -2.18045 4.95967 1.02197
C -1.14715 5.86214 1.02912
C -0.07737 5.72923 0.12608
C 0.01001 4.61488 -0.67339
H -4.93726 0.90370 -4.44227
H -5.15031 3.17806 -5.53727
H -3.51253 4.95426 -4.85376
H -1.81649 4.42894 -3.14420
H -0.65970 3.11557 -4.51582
H 1.31922 3.57054 -5.86877
H 3.63164 3.19014 -4.83012
H 3.75650 2.16140 -2.62980
H 1.73182 1.65249 -1.24822
H -2.93837 3.12594 0.23541
H -3.03067 5.04394 1.64951
H -1.18318 6.71568 1.69431
H 0.69061 6.50676 0.09982
H 0.86581 4.46033 -1.31470
Cl -3.88253 0.83415 2.24772
C -4.27091 -0.87684 2.19145
C -3.67989 -1.65517 1.21138
C -4.22043 -2.92064 1.08974
Cl -3.78785 -3.82671 -0.32697
C -5.09089 -3.47319 2.02084
Cl -5.70379 -5.06482 1.87677
C -5.58305 -2.67139 3.06008
Cl -6.57615 -3.31570 4.32835
C -5.17952 -1.35652 3.13105
Cl -5.72323 -0.36430 4.41995
O -0.73071 -3.02571 -0.61879
H -0.03166 -2.96582 0.10066
H -1.24903 -3.83563 -0.40525
*
```

Orbital gap, hartree: 0.2861
Total energy, eV: -145219.7101

---

DFT (ωB97M-V/def2-TZVPD) results for C2H6N2O in the gas phase.

```
! RIJCOSX wB97M-V def2-TZVPD def2/J DEFGRID3
* xyz 0 1
C -1.01245 1.03673 -0.02062
C -0.84681 -0.45899 0.01013
O -1.78674 -1.23885 0.02696
N 0.44648 -0.94362 -0.08908
N 1.55766 -0.12360 0.03684
H -0.49736 1.48136 -0.87207
H -2.08254 1.25304 -0.05836
H -0.58683 1.50145 0.85967
H 0.54830 -1.96014 -0.03105
H 2.07215 -0.29084 0.89081
H 2.18814 -0.25652 -0.75322
*
```

Energy above the lowest of the compared OMol25 structures with the same formula, charge and spin, kJ/mol: 118.7
Orbital gap, hartree: 0.3889
Total energy, eV: -7198.5574
SMILES string: CC(=O)NN

---

DFT (ωB97M-V/def2-TZVPD) results for a molecular structure, C16H15F5N3O5OsS.

```
! RIJCOSX wB97M-V def2-TZVPD def2/J DEFGRID3
* xyz 1 1
Os 0.09146 -0.20240 -0.19622
O 2.01570 0.08313 0.80978
C 2.41306 -1.22727 1.29155
C 1.25099 -1.86045 2.01596
N 0.03371 -1.84774 1.15091
C -1.15279 -1.50562 1.98771
C -0.99653 -0.05396 2.44336
O -1.33886 0.37447 3.50225
O -0.41118 0.68634 1.49558
C -0.25378 -3.08724 0.39201
C -0.72178 -2.77017 -1.02983
O -1.04989 -3.59728 -1.81550
O -0.69224 -1.44764 -1.37957
H 1.91916 0.70097 1.55509
H 2.71131 -1.76876 0.39791
H 3.27883 -1.13520 1.94833
H 1.48401 -2.87267 2.35425
H 1.02010 -1.27100 2.90537
H -2.04465 -1.56145 1.35749
H -1.27442 -2.17445 2.84179
H 0.62211 -3.73685 0.34440
H -1.05355 -3.64708 0.88108
F 1.07575 -5.31302 -5.02506
C 1.26757 -4.23088 -4.29042
C 2.05234 -4.30697 -3.14759
F 2.59493 -5.46659 -2.79428
C 2.24142 -3.17142 -2.38276
F 2.97934 -3.28543 -1.26516
C 1.67427 -1.94440 -2.71942
S 1.92672 -0.49774 -1.77870
C 0.88524 -1.90851 -3.87118
F 0.30000 -0.77099 -4.23639
C 0.67595 -3.02992 -4.65627
F -0.08551 -2.97092 -5.73809
C 0.76451 4.81396 -2.47654
N 0.11392 3.57256 -2.08207
C -1.21851 3.28200 -2.20602
C -1.39246 2.03542 -1.69414
N -0.17320 1.56676 -1.26566
C 0.70872 2.52084 -1.50815
H 0.01638 5.46041 -2.92555
H 1.54369 4.60848 -3.20723
H 1.18703 5.30714 -1.60407
H -1.91001 3.97492 -2.64851
H -2.28821 1.44582 -1.61842
H 1.76479 2.46747 -1.30725
*
```

Energy above the lowest of the compared OMol25 structures with the same formula, charge and spin, kJ/mol: 0.0
Orbital gap (spin up / spin down), hartree: 0.2482 / 0.2464
Total energy, eV: -58425.9298